# 1
# C31H55BBr2IN2O10

A cluster of 5 separate species, C31H55BBr2IN2O10 in total in a non-equilibrium geometry (ωB97M-V/def2-TZVPD, the Open Molecules 2025 dataset).

XYZ file:
```
102
Properties=species:S:1:pos:R:3:lowdin_charge:R:1
C -1.13 2.92 -1.96 -0.141
C -2.44 2.68 -1.01 -0.603
Br -4.25 2.87 -1.92 0.614
C -2.34 2.34 0.46 -0.521
Br -4.13 2.15 1.41 0.728
C -0.87 2.16 1.25 -0.036
N 0.30 3.10 1.01 0.102
C 1.66 3.00 1.67 -0.004
C 2.89 4.03 1.32 -0.134
C 2.43 5.46 0.67 -0.203
C 2.21 5.46 -0.95 -0.209
C 3.41 4.77 -1.82 -0.175
C 2.81 3.61 -2.87 -0.260
N 3.78 2.47 -3.12 -0.053
C 1.97 1.82 2.82 -0.068
C 3.39 1.66 3.62 -0.108
B 4.54 0.78 2.84 -0.446
O 5.76 1.51 2.37 0.020
O 4.49 -0.67 2.54 0.041
C 0.78 0.71 3.18 -0.434
I 1.06 -0.93 4.66 0.927
C -0.64 0.91 2.34 -0.099
C -1.81 -0.23 2.67 -0.143
H -0.72 4.02 -1.69 0.080
H -0.29 2.11 -1.86 0.093
H -1.50 3.02 -3.09 0.093
H 0.16 3.88 0.33 0.111
H 3.66 3.42 0.66 0.134
H 3.47 4.29 2.32 0.130
H 3.29 6.25 0.89 0.130
H 1.46 5.92 1.19 0.131
H 1.19 4.96 -1.25 0.069
H 2.13 6.60 -1.29 0.132
H 4.32 4.36 -1.20 0.099
H 3.84 5.62 -2.54 0.125
H 1.80 3.22 -2.44 0.079
H 2.55 4.08 -3.94 0.124
H 4.57 2.57 -2.44 0.055
H 3.26 1.58 -2.94 0.065
H 3.86 2.74 3.81 0.115
H 3.27 1.20 4.72 0.104
H 6.06 2.08 3.16 0.121
H 5.31 -0.87 1.96 0.136
H -2.33 0.14 3.67 0.108
H -1.35 -1.32 2.80 0.068
H -2.60 -0.34 1.79 0.070
O -1.22 -5.29 1.32 0.074
C 0.01 -5.16 1.27 -0.500
O 0.62 -4.16 1.94 -0.024
C 2.05 -4.04 2.09 -0.228
C 2.66 -3.33 0.90 -0.060
C 0.82 -6.05 0.38 0.006
H 2.51 -5.01 2.28 0.104
H 2.21 -3.44 2.99 0.074
H 2.51 -3.89 -0.03 0.071
H 3.73 -3.18 1.04 0.079
H 2.19 -2.35 0.76 0.078
H 0.81 -5.65 -0.64 0.101
H 0.38 -7.05 0.38 0.093
H 1.85 -6.18 0.71 0.052
O -6.55 1.95 2.99 -0.013
C -7.38 1.13 2.59 -0.501
O -8.37 0.71 3.41 0.003
C -9.49 -0.09 2.99 -0.224
C -9.13 -1.57 3.01 -0.065
C -7.25 0.52 1.23 -0.017
H -9.87 0.24 2.02 0.116
H -10.29 0.09 3.71 0.127
H -8.33 -1.80 2.30 0.067
H -10.00 -2.18 2.74 0.085
H -8.78 -1.87 4.00 0.087
H -6.56 -0.32 1.28 0.099
H -6.86 1.28 0.54 0.066
H -8.20 0.19 0.80 0.076
O 4.20 -6.95 1.82 0.064
C 4.20 -8.14 1.52 -0.494
O 5.35 -8.77 1.18 -0.001
C 5.49 -10.19 1.00 -0.225
C 5.10 -10.59 -0.41 -0.066
C 2.91 -8.91 1.44 0.002
H 4.94 -10.74 1.77 0.116
H 6.55 -10.42 1.16 0.126
H 4.05 -10.37 -0.61 0.067
H 5.26 -11.66 -0.56 0.085
H 5.69 -10.04 -1.14 0.086
H 2.46 -8.74 0.46 0.092
H 2.24 -8.54 2.22 0.098
H 3.02 -9.98 1.62 0.075
O 0.22 5.48 -5.26 0.063
C -0.92 5.68 -5.68 -0.505
O -1.97 5.72 -4.83 -0.022
C -3.30 6.12 -5.19 -0.225
C -4.08 4.95 -5.76 -0.065
C -1.18 5.77 -7.16 0.009
H -3.28 6.98 -5.87 0.117
H -3.78 6.46 -4.27 0.124
H -3.62 4.56 -6.67 0.071
H -5.11 5.24 -5.98 0.087
H -4.09 4.12 -5.04 0.056
H -1.27 4.76 -7.57 0.101
H -0.33 6.27 -7.63 0.098
H -2.06 6.35 -7.41 0.073
```

Properties
- Total charge: +1
- Frontier orbital gap: 6.90 eV
- HOMO energy: -11.110 eV
- Molar mass: 913.3 g/mol
- ΔE to the lowest compared entry with this formula, charge and spin: 320.8 kcal per mole
- LUMO energy: -0.155 Ha

---

# 2
# C31H55BaBrNP3

A structure of composition C31H55BaBrNP3 in a non-equilibrium geometry (ωB97M-V/def2-TZVPD, the Open Molecules 2025 dataset).

XYZ file:
```
92
Properties=species:S:1:pos:R:3:lowdin_charge:R:1
N -4.44 5.97 -3.78 0.084
C -4.02 6.05 -2.52 -0.104
C -3.01 5.22 -2.01 0.013
C -2.40 4.28 -2.90 -0.220
C -2.88 4.22 -4.23 -0.001
C -3.93 5.07 -4.60 -0.103
C -1.38 3.32 -2.47 -0.242
Ba 1.27 2.86 -2.13 2.003
P 4.47 0.75 -0.86 0.963
C -0.96 2.23 -3.29 -0.351
C -1.02 0.85 -2.83 -0.290
C 0.03 -0.06 -3.13 -0.092
C 0.10 -1.29 -2.48 -0.112
C -0.89 -1.70 -1.55 -0.347
C -1.97 -0.82 -1.33 -0.096
C -2.05 0.41 -1.97 0.015
Br 0.50 -0.56 0.75 0.304
H -1.29 3.25 -1.36 0.099
H -0.64 2.41 -4.33 0.123
H -2.65 5.39 -0.99 0.118
H -2.47 3.52 -4.96 0.113
H -4.49 6.84 -1.92 0.124
H -4.30 5.00 -5.62 0.120
H 0.78 0.20 -3.89 0.121
H -2.92 1.05 -1.79 0.141
H 0.94 -1.96 -2.71 0.106
H -2.74 -1.13 -0.63 0.111
P -0.97 -3.38 -0.80 1.015
C 3.87 2.43 -0.80 -0.651
C 4.84 3.53 -0.33 -0.133
H 2.98 2.41 -0.13 0.018
H 3.71 2.66 -1.88 -0.028
H 4.27 4.48 -0.25 0.075
H 5.31 3.32 0.64 0.092
H 5.65 3.70 -1.07 0.091
C 3.57 -0.28 -2.08 -0.454
C 4.47 -1.51 -2.37 -0.153
H 3.41 0.29 -3.01 0.060
H 2.59 -0.58 -1.68 0.023
H 4.12 -2.09 -3.23 0.074
H 5.50 -1.18 -2.57 0.075
H 4.50 -2.19 -1.51 0.061
C 3.91 -0.09 0.68 -0.445
C 4.92 -1.14 1.17 -0.151
H 2.93 -0.57 0.49 -0.067
H 3.73 0.66 1.46 0.079
H 4.48 -1.78 1.94 0.078
H 5.26 -1.77 0.35 0.047
H 5.80 -0.65 1.61 0.078
C -0.72 -3.32 0.99 -0.420
C -0.48 -4.57 1.83 -0.102
H -1.54 -2.72 1.40 0.076
H 0.20 -2.70 1.09 -0.051
H -1.33 -5.28 1.82 0.083
H 0.43 -5.10 1.53 0.073
H -0.31 -4.25 2.86 0.085
C 0.43 -4.29 -1.46 -0.316
C 0.20 -4.76 -2.90 -0.118
H 0.60 -5.13 -0.77 0.103
H 1.29 -3.61 -1.38 0.098
H -0.64 -5.45 -2.98 0.081
H 0.02 -3.91 -3.57 0.072
H 1.10 -5.27 -3.24 0.090
C -2.54 -4.13 -1.25 -0.312
C -3.77 -3.66 -0.47 -0.111
H -2.40 -5.21 -1.12 0.108
H -2.68 -3.97 -2.34 0.110
H -4.13 -2.70 -0.84 0.067
H -4.58 -4.38 -0.58 0.094
H -3.56 -3.55 0.60 0.077
C -3.55 0.62 3.94 -0.171
C -2.28 1.47 4.01 -0.470
P -0.94 0.82 2.90 0.785
C 0.48 1.95 3.34 -0.447
C 0.31 2.85 4.57 -0.162
C -0.45 -0.69 3.91 -0.462
C -0.49 -0.66 5.42 -0.145
H -3.86 0.46 2.90 0.054
H -4.37 1.14 4.46 0.074
H -3.42 -0.36 4.42 0.062
H -2.50 2.50 3.69 0.071
H -1.90 1.52 5.04 0.058
H 1.37 1.31 3.44 0.063
H 0.64 2.58 2.44 0.039
H 0.22 2.28 5.50 0.064
H 1.18 3.51 4.66 0.072
H -0.58 3.49 4.46 0.064
H -1.10 -1.49 3.52 0.048
H 0.56 -0.91 3.55 0.029
H -1.49 -0.49 5.83 0.066
H -0.15 -1.63 5.79 0.074
H 0.20 0.08 5.84 0.065
```

Properties
- Total charge: +2
- Frontier orbital gap (alpha / beta): 3.26 / 3.26 eV
- HOMO energy (alpha / beta): -11.025 / -11.024 eV
- Molar mass: 751.9 g/mol
- ΔE to the lowest compared entry with this formula, charge and spin: 3.1 kcal per mole
- LUMO energy (alpha / beta): -0.285 / -0.285 Ha

---

# 3
# C31H55BrNP3Zn

A structure of composition C31H55BrNP3Zn in a non-equilibrium geometry (ωB97M-V/def2-TZVPD, the Open Molecules 2025 dataset).

XYZ file:
```
92
Properties=species:S:1:pos:R:3:lowdin_charge:R:1
N 8.79 -5.80 0.36 0.062
C 7.96 -6.02 1.38 -0.121
C 6.85 -5.20 1.61 -0.013
C 6.55 -4.17 0.70 -0.221
C 7.44 -3.98 -0.38 -0.012
C 8.56 -4.81 -0.49 -0.123
C 5.36 -3.34 0.87 -0.005
Zn -0.63 0.40 0.41 0.215
P -5.71 -0.34 -3.40 1.239
C 4.49 -3.07 -0.14 -0.026
C 3.27 -2.32 0.03 -0.194
C 2.45 -2.03 -1.08 -0.005
C 1.26 -1.32 -0.92 -0.120
C 0.90 -0.83 0.34 -0.259
C 1.67 -1.14 1.46 -0.110
C 2.87 -1.86 1.30 0.010
Br -2.90 1.07 0.19 0.278
H 5.16 -2.99 1.89 0.117
H 4.69 -3.46 -1.15 0.132
H 6.18 -5.41 2.44 0.113
H 7.25 -3.21 -1.13 0.110
H 8.19 -6.85 2.06 0.118
H 9.28 -4.66 -1.32 0.117
H 2.77 -2.38 -2.07 0.127
H 3.49 -2.05 2.19 0.115
H 0.62 -1.15 -1.79 0.097
H 1.38 -0.83 2.46 0.050
P 0.23 2.08 -1.00 0.918
C -5.26 -1.78 -2.33 -0.368
C -6.00 -3.05 -2.76 -0.140
H -5.53 -1.48 -1.32 0.089
H -4.17 -1.92 -2.36 0.100
H -6.06 -3.73 -1.91 0.085
H -7.02 -2.82 -3.09 0.071
H -5.49 -3.56 -3.58 0.081
C -4.22 -0.34 -4.50 -0.371
C -4.47 0.31 -5.86 -0.139
H -3.95 -1.39 -4.63 0.089
H -3.40 0.16 -3.97 0.087
H -3.72 -0.03 -6.57 0.085
H -5.46 0.06 -6.25 0.074
H -4.40 1.40 -5.80 0.079
C -5.27 1.04 -2.25 -0.429
C -6.51 1.70 -1.65 -0.139
H -4.68 1.76 -2.84 0.089
H -4.60 0.68 -1.46 -0.069
H -6.25 2.71 -1.32 0.085
H -7.29 1.76 -2.41 0.069
H -6.90 1.14 -0.79 0.084
C -0.48 3.73 -0.63 -0.379
C 0.50 4.89 -0.51 -0.121
H -1.08 3.60 0.29 0.038
H -1.19 3.93 -1.44 0.083
H 1.16 4.80 0.36 0.067
H 1.13 4.98 -1.40 0.080
H -0.07 5.82 -0.41 0.089
C -0.20 1.79 -2.75 -0.376
C 0.94 1.35 -3.68 -0.130
H -0.66 2.71 -3.13 0.086
H -0.98 1.02 -2.71 0.054
H 1.51 2.21 -4.06 0.089
H 1.64 0.66 -3.21 0.051
H 0.51 0.84 -4.55 0.080
C 2.05 2.16 -0.87 -0.369
C 2.51 2.22 0.60 -0.134
H 2.42 3.02 -1.44 0.096
H 2.43 1.24 -1.34 0.071
H 3.42 1.63 0.73 0.087
H 2.74 3.24 0.93 0.078
H 1.75 1.82 1.28 0.018
C 1.75 1.18 4.53 -0.134
C 0.42 0.45 4.45 -0.393
P -0.56 0.82 2.92 0.926
C -2.01 -0.30 3.22 -0.437
C -2.75 -0.26 4.55 -0.131
C -0.92 2.61 3.15 -0.405
C -1.33 3.14 4.52 -0.125
H 2.42 0.87 3.70 0.063
H 2.23 0.89 5.47 0.088
H 1.62 2.27 4.51 0.073
H 0.54 -0.64 4.47 0.090
H -0.25 0.72 5.29 0.081
H -2.70 -0.13 2.38 -0.040
H -1.57 -1.31 3.10 0.089
H -3.26 0.70 4.72 0.070
H -3.52 -1.04 4.52 0.084
H -2.08 -0.48 5.39 0.071
H 0.04 3.09 2.89 0.074
H -1.65 2.88 2.37 0.043
H -0.58 2.93 5.29 0.072
H -1.41 4.24 4.45 0.088
H -2.32 2.77 4.85 0.073
```

Properties
- Total charge: +2
- Frontier orbital gap (alpha / beta): 4.04 / 3.68 eV
- HOMO energy (alpha / beta): -12.503 / -12.793 eV
- Molar mass: 680.0 g/mol
- ΔE to the lowest compared entry with this formula, charge and spin: 9.2 kcal per mole
- LUMO energy (alpha / beta): -0.311 / -0.335 Ha